[1]
Molecular formula: C4H9NO
Method: DFT, the ωB97M-V functional and the def2-TZVPD basis

Output
Spin multiplicity: 2
Relative energy (zero: lowest compared OMol25 entry of this formula, charge and spin), eV: 2.075
Lowest unoccupied orbital energy (alpha / beta), eV: -4.2 / -8.8
Frontier orbital gap (alpha / beta), eV: 11.550 / 5.898
⟨S²⟩: 0.761
HOMO (alpha / beta), eV: -15.8 / -14.7
Net charge: +1

Last column: natural (NBO) charge in e.
Atoms and positions in Å:
1 C 1.001 -0.818 -1.234  -0.633
2 C -0.152 -0.418 -0.244  -0.083
3 C -0.464 1.093 -0.234  -0.495
4 C -1.199 1.408 1.101  0.463
5 O -1.516 2.500 1.326  -0.258
6 N 0.180 -0.961 1.148  -0.566
7 H 1.963 -0.545 -0.852  0.226
8 H 1.092 -0.125 -2.190  0.262
9 H 1.034 -1.939 -1.458  0.260
10 H -0.959 -1.110 -0.498  0.227
11 H -1.057 1.407 -1.128  0.296
12 H 0.543 1.618 -0.248  0.276
13 H -1.326 0.583 1.897  0.226
14 H -0.236 -1.871 1.231  0.410
15 H 1.096 -0.823 1.382  0.389

---

[2]
Molecular formula: C14H24CaF6N3O24S6
Method: DFT, the ωB97M-V functional and the def2-TZVPD basis

Output
Lowest unoccupied orbital energy, eV: 1.5
Frontier orbital gap, eV: 8.145
HOMO, eV: -6.6
Net charge: -1

Last column: Mulliken charge in e.
Atoms and positions in Å:
1 Ca -0.823 0.195 0.146  2.416
2 N 3.348 -1.600 1.639  -0.625
3 S 2.802 -0.738 0.434  1.014
4 O 3.541 0.469 0.138  -0.652
5 O 1.395 -0.725 0.071  -0.335
6 F 3.455 -1.705 -0.676  -0.376
7 S 2.689 -0.575 2.791  1.043
8 O 1.304 -0.157 2.655  -0.162
9 O 3.649 0.247 3.457  -0.648
10 F 2.507 -1.804 3.811  -0.349
11 N -2.704 2.003 4.019  -0.396
12 S -1.435 2.864 4.338  0.878
13 O -0.538 3.126 3.245  -0.377
14 O -0.875 2.707 5.650  -0.648
15 F -2.296 4.212 4.386  -0.324
16 S -1.878 0.541 3.786  0.809
17 O -1.096 0.029 4.850  -0.523
18 O -1.418 0.347 2.422  -0.367
19 F -3.198 -0.410 3.873  -0.367
20 N -2.795 0.901 -0.235  -0.529
21 S -3.302 2.300 -0.721  0.785
22 O -3.531 3.342 0.238  -0.579
23 O -4.063 2.389 -1.932  -0.616
24 F -1.807 2.630 -1.233  -0.198
25 S -4.363 0.576 0.454  0.712
26 O -5.515 0.511 -0.398  -0.574
27 O -4.541 1.165 1.734  -0.478
28 F -4.084 -0.969 0.833  -0.279
29 C -2.002 -2.360 -4.876  -0.477
30 C -0.808 -3.258 -4.686  -0.417
31 O -0.594 -3.161 -3.292  -0.227
32 C -1.033 -1.898 -2.945  -0.323
33 O -0.689 -1.304 -1.974  0.373
34 O -1.845 -1.374 -3.875  -0.260
35 H -2.962 -2.861 -4.748  0.312
36 H -1.952 -1.927 -5.875  0.312
37 H 0.058 -2.956 -5.278  0.259
38 H -1.134 -4.258 -4.973  0.313
39 C 4.537 1.846 -3.393  -1.426
40 C 3.185 1.632 -4.124  0.462
41 C 2.854 0.173 -4.293  -0.597
42 O 1.795 -0.024 -3.374  -0.251
43 C 1.408 1.157 -2.823  0.089
44 O 0.553 1.253 -2.007  0.111
45 O 2.154 2.150 -3.311  -0.362
46 H 5.374 1.691 -4.081  0.460
47 H 4.827 1.140 -2.612  0.276
48 H 4.572 2.861 -3.000  0.338
49 H 3.349 2.196 -5.041  0.289
50 H 3.693 -0.479 -4.042  0.327
51 H 2.630 -0.144 -5.315  0.254
52 C 0.777 4.343 -0.673  -0.323
53 O 1.331 4.108 0.612  -0.470
54 C 1.311 2.848 1.088  -0.139
55 O 0.654 1.932 0.662  1.643
56 O 1.975 2.724 2.196  -0.045
57 C 2.532 3.813 2.929  -0.848
58 H -0.271 4.040 -0.730  0.063
59 H 1.241 3.809 -1.501  0.034
60 H 0.717 5.422 -0.799  0.333
61 H 1.760 4.580 2.983  0.288
62 H 3.316 4.291 2.336  0.293
63 H 2.962 3.478 3.865  0.221
64 C -2.037 -3.197 3.811  -0.980
65 C -2.728 -3.597 2.495  0.182
66 O -1.702 -4.028 1.589  -0.406
67 C -1.044 -3.130 0.865  -0.132
68 O -1.227 -1.944 0.857  0.172
69 O -0.004 -3.652 0.206  0.002
70 C 0.092 -5.067 0.051  -0.848
71 H -1.710 -4.068 4.380  0.379
72 H -2.778 -2.690 4.430  0.347
73 H -1.208 -2.495 3.728  0.080
74 H -3.313 -2.771 2.096  -0.077
75 H -3.398 -4.417 2.745  0.307
76 H 1.038 -5.265 -0.445  0.213
77 H -0.696 -5.432 -0.611  0.305
78 H 0.012 -5.600 0.996  0.312

---

[3]
Molecular formula: C28H42O21
Method: DFT, the ωB97M-V functional and the def2-TZVPD basis

Output
SMILES string: C[C@H]1COC(=O)O1.C[C@H]1COC(=O)O1.C[C@H]1COC(=O)O1.C[C@H]1COC(=O)O1.C[C@H]1COC(=O)O1.C[C@H]1COC(=O)O1.C[C@H]1COC(=O)O1
Relative energy (zero: lowest compared OMol25 entry of this formula, charge and spin), eV: 1.632
Lowest unoccupied orbital energy, eV: -0.4
Frontier orbital gap, eV: 10.253
HOMO, eV: -10.6
Net charge: 0

Last column: Mulliken charge in e.
Atoms and positions in Å:
1 C 0.924 0.650 0.928  -1.050
2 C 0.000 -0.304 1.631  0.216
3 C -0.883 -1.172 0.731  0.088
4 O -0.762 -2.483 1.238  -0.187
5 C 0.406 -2.579 1.868  0.295
6 O 0.985 -3.607 2.079  -0.478
7 O 0.915 -1.353 2.084  -0.375
8 H 0.295 1.482 0.573  0.007
9 H 1.456 0.250 0.072  0.351
10 H 1.476 1.263 1.643  0.512
11 H -0.592 0.063 2.466  0.359
12 H -0.464 -1.176 -0.287  0.293
13 H -1.876 -0.794 0.490  -0.133
14 C 2.124 -6.678 1.463  -1.007
15 C 3.506 -6.046 1.407  0.512
16 C 3.650 -4.975 2.541  -0.348
17 O 4.823 -5.408 3.241  -0.377
18 C 5.241 -6.602 2.813  0.599
19 O 6.212 -7.165 3.219  -0.547
20 O 4.431 -7.046 1.843  -0.376
21 H 1.394 -5.868 1.411  -0.004
22 H 1.967 -7.050 2.476  0.346
23 H 2.065 -7.443 0.693  0.402
24 H 3.766 -5.637 0.433  0.288
25 H 2.782 -5.002 3.193  0.285
26 H 3.832 -3.981 2.145  0.278
27 C -1.748 1.053 -2.470  -0.797
28 C -1.622 2.399 -3.149  0.318
29 C -2.045 3.634 -2.387  -0.103
30 O -1.196 4.605 -2.950  -0.361
31 C -0.080 4.051 -3.452  0.515
32 O 0.933 4.603 -3.725  -0.502
33 O -0.272 2.698 -3.529  -0.204
34 H -2.644 0.917 -1.867  0.100
35 H -0.920 0.996 -1.757  -0.055
36 H -1.673 0.247 -3.196  0.540
37 H -2.136 2.372 -4.115  0.177
38 H -1.911 3.533 -1.303  -0.033
39 H -3.099 3.878 -2.519  0.340
40 C 1.030 4.666 0.427  -0.792
41 C 0.977 6.151 0.676  0.431
42 C 2.322 6.764 1.106  -0.540
43 O 2.532 7.861 0.252  -0.353
44 C 1.602 7.888 -0.705  0.626
45 O 1.597 8.673 -1.596  -0.526
46 O 0.809 6.814 -0.588  -0.332
47 H 1.936 4.433 -0.142  0.288
48 H 0.234 4.202 -0.154  -0.237
49 H 1.153 4.102 1.354  0.400
50 H 0.195 6.452 1.373  0.370
51 H 3.170 6.081 1.166  0.324
52 H 2.193 7.089 2.142  0.319
53 C 3.872 1.694 -1.183  -1.564
54 C 2.869 2.178 -2.254  1.621
55 C 3.571 2.652 -3.479  -0.537
56 O 3.019 1.844 -4.518  -0.370
57 C 2.070 1.029 -4.035  0.705
58 O 1.440 0.271 -4.704  -0.588
59 O 2.025 1.096 -2.690  -0.267
60 H 4.673 2.399 -0.964  0.424
61 H 4.400 0.833 -1.598  0.494
62 H 3.342 1.404 -0.278  0.216
63 H 2.191 2.949 -1.887  -0.686
64 H 4.658 2.602 -3.471  0.340
65 H 3.202 3.641 -3.767  0.262
66 C -3.229 -4.901 2.244  -1.514
67 C -2.822 -5.200 0.822  0.874
68 C -1.772 -6.357 0.834  -0.147
69 O -2.309 -7.347 -0.022  -0.367
70 C -3.564 -7.053 -0.343  0.599
71 O -4.303 -7.699 -1.018  -0.545
72 O -3.884 -5.813 0.102  -0.416
73 H -3.973 -4.101 2.257  0.327
74 H -2.382 -4.548 2.835  0.338
75 H -3.644 -5.780 2.737  0.440
76 H -2.563 -4.261 0.333  0.140
77 H -1.656 -6.846 1.804  0.215
78 H -0.792 -6.011 0.506  0.037
79 C -4.840 0.612 -0.019  -1.359
80 C -4.090 1.907 0.244  0.819
81 C -4.678 2.778 1.403  -0.457
82 O -3.558 3.012 2.213  -0.391
83 C -2.481 2.351 1.800  0.458
84 O -1.416 2.356 2.338  -0.527
85 O -2.755 1.596 0.714  0.113
86 H -5.350 0.617 -0.986  0.376
87 H -5.556 0.295 0.736  0.384
88 H -4.146 -0.211 -0.213  0.152
89 H -4.053 2.563 -0.624  -0.120
90 H -5.484 2.264 1.922  0.327
91 H -5.041 3.686 0.923  0.331

---

[4]
Molecular formula: C14H38B2KO4S4Sn
Method: DFT, the ωB97M-V functional and the def2-TZVPD basis

Output
Lowest unoccupied orbital energy, eV: -5.0
Frontier orbital gap, eV: 6.086
HOMO, eV: -11.1
Net charge: +1

Last column: natural (NBO) charge in e.
Atoms and positions in Å:
1 Sn 2.667 -1.575 -1.239  1.689
2 K 1.447 0.150 2.663  0.959
3 B 0.204 -0.158 0.050  -0.916
4 H 1.190 0.335 0.154  -0.035
5 H -0.572 0.408 0.607  0.039
6 H -0.064 -0.211 -1.054  0.008
7 H 0.262 -1.191 0.440  -0.014
8 B 3.809 -1.346 1.508  -0.884
9 H 3.869 -1.192 2.616  0.067
10 H 3.118 -0.557 1.145  -0.059
11 H 4.845 -1.157 1.085  0.037
12 H 3.396 -2.385 1.267  -0.015
13 C -0.650 -4.073 2.439  -0.834
14 S -1.000 -2.920 3.799  1.266
15 O 0.297 -2.273 4.174  -1.021
16 C -1.961 -1.672 2.886  -0.850
17 H -0.189 -4.980 2.832  0.250
18 H 0.037 -3.713 1.673  0.226
19 H -1.589 -4.401 1.994  0.245
20 H -1.418 -1.378 1.990  0.239
21 H -2.237 -0.795 3.473  0.239
22 H -2.952 -2.077 2.669  0.254
23 C -0.461 3.438 0.949  -0.821
24 S -1.595 3.705 2.403  1.222
25 O -2.371 4.936 2.075  -0.941
26 C -2.563 2.138 2.320  -0.836
27 H -0.997 3.484 0.001  0.235
28 H 0.094 2.503 1.030  0.211
29 H 0.190 4.311 0.966  0.234
30 H -3.457 2.219 2.938  0.254
31 H -1.953 1.267 2.543  0.219
32 H -3.017 2.025 1.332  0.232
33 C 1.197 0.782 -5.775  -0.815
34 S 1.909 1.340 -4.188  1.248
35 O 2.556 0.114 -3.577  -1.041
36 C 0.317 1.520 -3.274  -0.799
37 H 0.494 1.479 -6.228  0.250
38 H 0.655 -0.138 -5.546  0.235
39 H 1.988 0.441 -6.441  0.257
40 H -0.196 0.560 -3.230  0.242
41 H -0.295 2.193 -3.875  0.238
42 H 0.443 1.883 -2.256  0.245
43 C 5.550 3.412 -1.224  -0.811
44 S 3.868 2.778 -1.609  1.233
45 O 3.978 1.293 -1.462  -1.018
46 C 3.069 3.378 -0.069  -0.808
47 H 6.275 2.759 -1.708  0.260
48 H 5.664 3.604 -0.160  0.235
49 H 5.717 4.373 -1.717  0.241
50 H 3.700 3.245 0.807  0.234
51 H 2.155 2.787 -0.040  0.232
52 H 2.839 4.430 -0.237  0.240
53 C -5.260 -3.590 0.026  -0.203
54 C -5.173 -2.236 -0.002  -0.213
55 C -3.952 -1.564 -0.210  -0.208
56 C -2.789 -2.247 -0.378  -0.240
57 C -2.897 -3.649 -0.293  -0.213
58 C -4.072 -4.312 -0.034  -0.223
59 H -6.210 -4.056 0.249  0.225
60 H -6.097 -1.685 0.114  0.218
61 H -3.969 -0.492 -0.362  0.209
62 H -1.866 -1.710 -0.544  0.229
63 H -1.948 -4.166 -0.379  0.198
64 H -4.029 -5.391 -0.101  0.222

---

[5]
Molecular formula: C3H9NO2S
Method: DFT, the ωB97M-V functional and the def2-TZVPD basis

Output
Spin multiplicity: 2
Relative energy (zero: lowest compared OMol25 entry of this formula, charge and spin), eV: 1.423
Lowest unoccupied orbital energy (alpha / beta), eV: 2.7 / 2.7
Frontier orbital gap (alpha / beta), eV: 2.615 / 6.192
⟨S²⟩: 0.753
HOMO (alpha / beta), eV: 0.1 / -3.5
Net charge: -1

Last column: natural (NBO) charge in e.
Atoms and positions in Å:
1 O -2.004 -2.816 -0.305  -0.747
2 C -1.644 -1.708 -0.818  0.036
3 C -0.191 -1.277 -1.047  -0.190
4 C -0.164 0.220 -1.213  -0.486
5 S 1.309 0.872 -2.185  -0.172
6 N 0.664 -1.756 0.011  -0.871
7 H -2.381 -0.996 -1.249  0.059
8 H 0.152 -1.756 -1.984  0.146
9 H -0.173 0.715 -0.234  0.204
10 H -1.019 0.628 -1.736  0.202
11 H 0.884 0.282 -3.309  0.112
12 H 0.243 -1.719 0.932  0.362
13 H 1.639 -1.467 -0.009  0.347
14 H 1.176 3.418 6.195  0.468
15 H -0.249 3.782 5.854  0.470
16 O 0.432 3.929 6.536  -0.940

---

[6]
Molecular formula: C23H27ClN4O
Method: DFT, the ωB97M-V functional and the def2-TZVPD basis

Output
SMILES string: C=C(C)CNC(=O)[C@@H](c1cccn2ccnc12)N(CC(C)C)c1ccc(Cl)cc1
Relative energy (zero: lowest compared OMol25 entry of this formula, charge and spin), eV: 0.758
Lowest unoccupied orbital energy, eV: 0.4
Frontier orbital gap, eV: 8.546
HOMO, eV: -8.2
Net charge: 0

Last column: natural (NBO) charge in e.
Atoms and positions in Å:
1 C 2.364 4.310 -3.551  -0.397
2 C 2.318 4.015 -2.260  0.038
3 C 3.452 4.296 -1.320  -0.647
4 C 1.046 3.489 -1.646  -0.245
5 N 1.167 2.292 -0.823  -0.638
6 C 2.076 1.319 -0.982  0.681
7 O 2.899 1.272 -1.883  -0.636
8 C 2.073 0.151 0.029  -0.162
9 C 1.819 0.386 1.514  0.027
10 C 2.710 -0.149 2.401  -0.214
11 C 2.490 -0.142 3.806  -0.259
12 C 1.357 0.395 4.306  0.022
13 N 0.454 0.950 3.439  -0.308
14 C -0.747 1.574 3.696  -0.134
15 C -1.211 1.980 2.478  -0.018
16 N -0.354 1.631 1.482  -0.523
17 C 0.650 0.996 2.066  0.307
18 N 1.300 -0.987 -0.502  -0.451
19 C 1.831 -2.289 -0.112  -0.209
20 C 3.173 -2.628 -0.762  -0.225
21 C 3.124 -2.445 -2.274  -0.613
22 C 3.552 -4.056 -0.380  -0.600
23 C -0.116 -0.861 -0.426  0.140
24 C -0.857 -1.458 0.591  -0.238
25 C -2.228 -1.275 0.671  -0.219
26 C -2.859 -0.484 -0.274  -0.043
27 Cl -4.577 -0.223 -0.162  -0.011
28 C -2.148 0.090 -1.314  -0.239
29 C -0.780 -0.113 -1.393  -0.150
30 H 1.531 4.096 -4.210  0.192
31 H 3.245 4.758 -3.993  0.195
32 H 3.830 3.370 -0.886  0.230
33 H 4.274 4.789 -1.837  0.216
34 H 3.123 4.939 -0.498  0.206
35 H 0.631 4.262 -0.993  0.206
36 H 0.318 3.317 -2.445  0.195
37 H 0.477 2.177 -0.082  0.445
38 H 3.113 -0.161 -0.033  0.240
39 H 3.611 -0.614 2.021  0.221
40 H 3.214 -0.579 4.478  0.231
41 H 1.101 0.424 5.354  0.218
42 H -1.135 1.674 4.693  0.224
43 H -2.127 2.508 2.269  0.217
44 H 1.924 -2.397 0.982  0.171
45 H 1.102 -3.034 -0.441  0.210
46 H 3.948 -1.964 -0.361  0.187
47 H 2.321 -3.052 -2.702  0.198
48 H 2.943 -1.404 -2.539  0.242
49 H 4.064 -2.761 -2.729  0.206
50 H 2.833 -4.767 -0.795  0.202
51 H 4.538 -4.315 -0.770  0.213
52 H 3.572 -4.193 0.703  0.203
53 H -0.357 -2.056 1.343  0.219
54 H -2.803 -1.728 1.466  0.226
55 H -2.664 0.679 -2.060  0.228
56 H -0.211 0.309 -2.211  0.225

---

[7]
Molecular formula: C3H4N2O
Method: DFT, the ωB97M-V functional and the def2-TZVPD basis

Output
Relative energy (zero: lowest compared OMol25 entry of this formula, charge and spin), eV: 2.952
Lowest unoccupied orbital energy, eV: 0.1
Frontier orbital gap, eV: 8.734
HOMO, eV: -8.6
Net charge: 0

Last column: natural (NBO) charge in e.
Atoms and positions in Å:
1 O -0.876 1.980 -0.963  -0.626
2 C -0.533 1.081 -0.211  0.604
3 N 0.088 1.150 1.014  -0.407
4 N 0.600 -0.085 1.178  -0.223
5 C 0.461 -0.972 0.225  0.042
6 C -0.371 -0.319 -0.804  -0.646
7 H -0.043 0.302 -1.673  0.341
8 H 1.106 -0.241 2.048  0.423
9 H 0.783 -1.999 0.362  0.222
10 H -1.216 -0.898 -1.177  0.269

---

[8]
Molecular formula: CN2O3S
Method: DFT, the ωB97M-V functional and the def2-TZVPD basis

Output
Relative energy (zero: lowest compared OMol25 entry of this formula, charge and spin), eV: 1.317
Lowest unoccupied orbital energy, eV: -1.4
Frontier orbital gap, eV: 9.929
HOMO, eV: -11.3
Net charge: 0

Last column: natural (NBO) charge in e.
Atoms and positions in Å:
1 C -1.243 -0.180 -0.595  -0.085
2 N -2.251 0.162 -1.020  -0.187
3 N 0.779 0.718 0.348  0.393
4 O 0.782 1.420 1.329  -0.327
5 O 1.390 0.783 -0.671  -0.293
6 O 0.723 -1.974 0.013  -0.807
7 S -0.181 -0.930 0.595  1.305